(1)
{"formula": "C12H30BN3O6PS", "method": "wB97M-V/def2-TZVPD", "elements": ["N", "P", "O", "B", "C", "C", "C", "S", "O", "O", "O", "C", "O", "N", "O", "H", "H", "H", "H", "H", "H", "H", "H", "H", "H", "H", "H", "C", "C", "C", "N", "C", "C", "C", "C", "C", "H", "H", "H", "H", "H", "H", "H", "H", "H", "H", "H", "H", "H", "H", "H", "H", "H", "H"], "coordinates": [[3.0647, -0.0168, 2.0389], [3.9017, -0.6419, 0.5851], [2.8709, -0.5959, -0.8342], [4.3381, -2.4872, 1.0557], [3.2222, -3.6961, 1.0978], [2.0168, -3.4931, 2.1897], [0.8687, -2.4024, 1.7694], [-0.7354, -3.1460, 1.1331], [-1.8175, -3.2519, 2.2774], [-1.3314, -2.0802, 0.1325], [-0.5503, -4.6019, 0.2639], [5.9664, -2.7319, 1.3780], [6.2922, -4.1301, 1.6967], [7.6165, -4.1266, 1.9384], [8.0767, -5.1159, 1.3844], [3.0266, 1.0259, 2.0267], [3.5441, -0.3426, 2.9077], [3.4606, -0.6928, -1.6572], [2.7256, -3.9262, 0.0382], [3.7679, -4.7155, 1.3953], [1.4482, -4.5282, 2.3646], [2.4984, -3.2278, 3.2354], [0.5789, -1.8087, 2.7637], [1.2046, -1.5952, 0.9918], [-0.0388, -4.4047, -0.5746], [6.2231, -1.9606, 2.2323], [6.5342, -2.3822, 0.3927], [-0.7724, 1.5288, 0.2595], [-1.1880, 1.0839, -1.1326], [-1.9802, 2.0883, -1.9723], [-3.3873, 2.4695, -1.4480], [-4.0952, 1.3006, -0.7762], [-3.3263, 3.6877, -0.5112], [-3.4224, 4.8805, -1.4397], [-4.4589, 4.4556, -2.4526], [-4.2652, 2.9606, -2.6410], [-1.6258, 1.7446, 0.9048], [-0.1985, 0.7314, 0.7430], [-0.1355, 2.4183, 0.2115], [-1.7291, 0.1291, -1.0671], [-0.2691, 0.8521, -1.6876], [-2.1299, 1.6315, -2.9582], [-1.4154, 3.0162, -2.1163], [-3.5632, 1.0335, 0.1384], [-4.1179, 0.4641, -1.4801], [-5.1132, 1.6087, -0.5179], [-4.1920, 3.6408, 0.1591], [-2.4028, 3.6732, 0.0691], [-2.4623, 5.0725, -1.9311], [-3.7138, 5.7921, -0.9106], [-4.3554, 4.9977, -3.3976], [-5.4673, 4.6549, -2.0717], [-3.7604, 2.7255, -3.5820], [-5.2261, 2.4347, -2.6152]], "de_lowest_kj_mol": 484.1, "max_force_ev_per_a": 8.23, "multiplicity": 1, "homo_ev": -10.250, "homo_lumo_gap_ev": 7.394, "energy_ha": -1854.83750, "total_charge": 1}

---

(2)
{"formula": "C12H30BaF12O6P2", "method": "wB97M-V/def2-TZVPD", "elements": ["Ba", "P", "F", "F", "F", "F", "F", "F", "P", "F", "F", "F", "F", "F", "F", "C", "O", "C", "C", "O", "C", "H", "H", "H", "H", "H", "H", "H", "H", "H", "H", "C", "O", "C", "C", "O", "C", "H", "H", "H", "H", "H", "H", "H", "H", "H", "H", "C", "O", "C", "C", "O", "C", "H", "H", "H", "H", "H", "H", "H", "H", "H", "H"], "coordinates": [[-0.1100, 0.0259, -0.1189], [0.0338, 2.3433, 2.5947], [-1.2176, 3.1112, 3.2818], [-0.9592, 1.0481, 2.3836], [-0.4998, 2.8188, 1.0796], [1.2068, 1.5147, 1.8299], [0.9076, 3.6652, 2.6545], [0.5223, 1.8037, 3.9979], [-0.5346, -2.8469, -2.2190], [0.7345, -1.8184, -2.1850], [0.4109, -4.1070, -2.4169], [-0.3223, -2.9773, -0.5796], [-1.8274, -3.7838, -2.1363], [-1.5076, -1.5471, -1.8976], [-0.6887, -2.6387, -3.7757], [-3.5604, 1.4224, 0.5632], [-2.5269, 1.2132, -0.3911], [-2.4845, 2.2179, -1.3824], [-2.0877, 1.6763, -2.7210], [-0.8309, 1.0070, -2.6259], [-0.4136, 0.5764, -3.9075], [-3.5827, 0.5554, 1.2181], [-4.5308, 1.5078, 0.0674], [-3.3475, 2.3102, 1.1624], [-1.7700, 3.0100, -1.1134], [-3.4424, 2.7406, -1.4629], [-2.0068, 2.5283, -3.4030], [-2.8249, 0.9507, -3.0811], [-0.9839, -0.2957, -4.2373], [0.6303, 0.2703, -3.8596], [-0.5089, 1.3756, -4.6484], [3.1617, -2.1464, -0.3468], [2.6005, -0.8460, -0.3356], [3.5466, 0.1262, -0.7253], [3.1052, 1.5657, -0.4929], [1.7787, 1.8382, -0.8990], [1.5636, 3.2252, -1.0753], [3.9440, -2.2398, 0.4133], [3.5752, -2.3837, -1.3315], [2.3575, -2.8504, -0.1421], [3.7808, -0.0449, -1.7835], [4.4674, 0.0167, -0.1372], [3.8752, 2.1272, -1.0342], [3.1782, 1.7815, 0.5782], [0.5270, 3.3734, -1.3619], [2.2280, 3.6254, -1.8496], [1.7566, 3.7764, -0.1488], [2.1842, -1.0756, 2.8466], [0.9117, -1.3042, 2.2905], [0.0334, -1.9422, 3.2209], [-1.1464, -2.5315, 2.4729], [-1.7547, -1.5840, 1.6241], [-2.9544, -2.1273, 1.0846], [2.5513, -1.9643, 3.3809], [2.1901, -0.2158, 3.5207], [2.9006, -0.9134, 2.0446], [-0.3044, -1.1714, 3.9201], [0.5633, -2.7719, 3.6924], [-1.8705, -2.8684, 3.2248], [-0.8055, -3.3916, 1.8844], [-2.7709, -3.0942, 0.6115], [-3.3265, -1.4407, 0.3257], [-3.7246, -2.2264, 1.8571]], "de_lowest_kj_mol": 0.0, "max_force_ev_per_a": 2.41, "multiplicity": 1, "homo_ev": -10.412, "homo_lumo_gap_ev": 10.605, "energy_ha": -2833.80091}

---

(3)
{"formula": "C12H30BrCr2N2O4", "method": "wB97M-V/def2-TZVPD", "elements": ["Cr", "Cr", "Br", "C", "O", "C", "C", "N", "C", "C", "O", "C", "H", "H", "H", "H", "H", "H", "H", "H", "H", "H", "H", "H", "H", "H", "H", "C", "O", "C", "C", "N", "C", "C", "O", "C", "H", "H", "H", "H", "H", "H", "H", "H", "H", "H", "H", "H", "H", "H", "H"], "coordinates": [[21.7350, 17.0234, 23.7203], [17.5017, 15.8742, 26.6872], [19.8446, 16.5716, 25.5803], [17.2206, 18.4732, 28.7666], [17.7603, 17.2166, 28.3934], [18.5664, 16.7113, 29.4729], [19.2744, 15.3995, 28.9961], [18.2552, 14.5483, 28.3000], [19.0454, 13.3571, 27.8618], [18.1342, 12.0304, 27.9404], [17.0671, 12.0679, 27.0052], [16.4228, 10.7812, 26.9979], [16.9720, 19.0048, 27.8480], [17.6218, 19.1466, 29.5240], [16.2220, 18.3694, 29.1909], [17.9677, 16.5322, 30.3660], [19.3597, 17.4027, 29.7569], [19.9243, 15.0161, 29.7827], [20.0062, 15.7781, 28.2825], [17.5828, 14.2535, 28.9936], [20.0044, 13.1028, 28.3132], [19.3753, 13.4665, 26.8287], [17.6237, 12.0456, 28.9033], [18.7533, 11.1389, 27.8400], [15.9004, 10.7179, 27.9524], [17.0807, 9.9162, 26.9137], [15.5819, 10.7195, 26.3072], [17.9356, 10.7257, 22.9681], [17.8918, 11.9444, 23.7924], [17.0271, 13.0168, 23.2300], [17.2540, 14.3711, 23.9338], [16.7250, 14.2827, 25.2893], [15.2528, 14.2427, 25.3434], [14.7193, 14.4607, 26.7438], [15.4801, 15.4370, 27.3610], [14.7756, 15.9130, 28.5017], [18.6368, 10.0725, 23.4875], [18.5125, 11.0198, 22.0913], [16.9585, 10.2805, 22.7806], [15.9851, 12.7082, 23.1454], [17.3105, 13.0816, 22.1795], [16.8463, 15.2360, 23.4105], [18.3052, 14.6579, 23.9601], [16.9000, 13.3238, 25.5540], [15.0168, 13.2713, 24.9088], [14.7019, 14.9712, 24.7485], [14.7512, 13.5873, 27.3952], [13.6816, 14.7916, 26.7005], [15.5382, 16.3093, 29.1720], [14.2800, 15.1204, 29.0623], [13.9993, 16.6468, 28.2849]], "max_force_ev_per_a": 4.05, "multiplicity": 10, "homo_ev": [-19.906, -21.564], "homo_lumo_gap_ev": [4.221, 4.739], "energy_ha": -5546.87960, "total_charge": 4}

---

(4)
{"formula": "C12H30Cl2HgN2O4", "method": "wB97M-V/def2-TZVPD", "elements": ["Hg", "Cl", "Cl", "C", "O", "C", "C", "N", "C", "C", "O", "C", "H", "H", "H", "H", "H", "H", "H", "H", "H", "H", "H", "H", "H", "H", "H", "C", "O", "C", "C", "N", "C", "C", "O", "C", "H", "H", "H", "H", "H", "H", "H", "H", "H", "H", "H", "H", "H", "H", "H"], "coordinates": [[14.7702, 3.0265, -1.4891], [14.4700, 2.1146, 0.9348], [17.3626, 3.2633, -1.4476], [11.4050, 3.3983, -1.3209], [12.4367, 2.7873, -2.0689], [12.0678, 1.6457, -2.8141], [13.2194, 1.1954, -3.6774], [14.3617, 1.0018, -2.7277], [15.5577, 0.5240, -3.4563], [16.6648, 0.0155, -2.5528], [17.8074, -0.1360, -3.3561], [18.9138, -0.6858, -2.6865], [10.4611, 3.5388, -1.8449], [11.8265, 4.3722, -1.0476], [11.2519, 2.9544, -0.3324], [11.2299, 1.9130, -3.4789], [11.6567, 0.8670, -2.1643], [13.5704, 1.9094, -4.4130], [12.8205, 0.2890, -4.1477], [14.0838, 0.2206, -2.1330], [16.0121, 1.3794, -3.9672], [15.2997, -0.1926, -4.2429], [16.4529, -0.9621, -2.0914], [16.7952, 0.7476, -1.7423], [18.9134, -1.7651, -2.5031], [19.0467, -0.1995, -1.7113], [19.7800, -0.4148, -3.2900], [14.8813, 5.7230, 0.5901], [14.8128, 5.2341, -0.7546], [14.6524, 6.3434, -1.6174], [15.0578, 5.8554, -3.0231], [14.5747, 4.5021, -3.3790], [15.1234, 4.1016, -4.7112], [14.3099, 4.6108, -5.8832], [12.9316, 4.4149, -5.6340], [12.1886, 3.6775, -6.5892], [15.6673, 6.4636, 0.7247], [15.0132, 4.8838, 1.2692], [13.9346, 6.1884, 0.8838], [15.2568, 7.2060, -1.3356], [13.6176, 6.7165, -1.6452], [16.1497, 5.8123, -2.9818], [14.7623, 6.5774, -3.7896], [13.6240, 4.6637, -3.7335], [15.3842, 3.0477, -4.8013], [16.1160, 4.5657, -4.7945], [14.5845, 4.0798, -6.8084], [14.5505, 5.6233, -6.2298], [11.9321, 4.2510, -7.4799], [11.2390, 3.4835, -6.0838], [12.6736, 2.7154, -6.7603]], "de_lowest_kj_mol": 125.0, "max_force_ev_per_a": 2.58, "multiplicity": 1, "homo_ev": -8.092, "homo_lumo_gap_ev": 8.415, "energy_ha": -1959.42288}

---

What is the formula in the third record? C12H30BrCr2N2O4